# 1
11
Properties=species:S:1:pos:R:3:forces:R:3:nbo_charge:R:1 method="wB97M-V/def2-TZVPD" largest_force_ha_per_bohr=0.0658 e_above_lowest_ev=3.991 gap_ev=9.002 lumo_ha=0.008 multiplicity=1
C -1.733 0.565 0.039 2.287 -0.615 0.946 -0.135
C -0.523 -0.259 0.270 0.735 0.325 0.862 0.431
C 0.931 0.111 -0.115 -0.682 -0.911 2.231 0.756
O -1.466 -0.576 -0.692 0.812 -2.028 -2.581 -0.511
O -0.057 -1.122 1.131 -0.399 0.747 -0.206 -0.685
O 1.704 0.868 0.617 -1.126 1.394 -0.002 -0.621
O 1.574 -0.723 -0.829 1.638 -0.825 -1.762 -0.630
H -2.510 0.399 0.660 -2.551 0.202 2.146 0.186
H -1.593 1.439 -0.475 -0.144 2.376 -1.091 0.169
H 2.657 0.707 0.603 -0.148 -0.594 -0.427 0.512
H 1.014 -1.408 -1.208 -0.422 -0.073 -0.115 0.527



# 2
11
Properties=species:S:1:pos:R:3:forces:R:3:nbo_charge:R:1 method="wB97M-V/def2-TZVPD" largest_force_ha_per_bohr=0.0214 e_above_lowest_ev=4.347 gap_ev="9.421 / 9.422" lumo_ha="-0.003 / -0.002" multiplicity=1
C 1.230 0.735 0.029 -0.351 0.526 0.430 0.603
C -0.929 -0.357 0.121 0.244 -0.974 -0.452 0.860
C 0.099 1.034 0.486 0.140 -0.175 -0.369 -0.421
O 0.177 -1.061 -0.655 -0.356 0.132 0.350 -0.786
O 2.418 0.661 -0.434 -0.427 -0.435 -0.078 -0.591
O -1.808 0.167 -0.826 0.236 0.038 0.160 -0.729
O -1.366 -0.992 1.087 0.454 0.685 -0.316 -0.715
H 2.937 -0.032 0.011 -0.038 0.163 0.056 0.519
H 0.255 -1.916 -0.204 -0.149 0.105 -0.049 0.488
H -2.681 -0.148 -0.551 0.135 0.027 0.054 0.493
H -0.330 1.910 0.936 0.112 -0.092 0.214 0.279



# 3
12
Properties=species:S:1:pos:R:3:forces:R:3:lowdin_charge:R:1 method="wB97M-V/def2-TZVPD" charge=+1 largest_force_ha_per_bohr=0.2135 e_above_lowest_ev=6.010 gap_ev="8.720 / 5.834" lumo_ha="-0.207 / -0.314" multiplicity=1
O -0.495 0.318 1.921 -1.325 -0.831 -1.867 -0.068
C -0.337 0.366 -1.385 1.234 -2.297 -0.880 -0.709
C 0.705 -0.204 1.327 -0.975 0.079 1.266 -0.225
O 0.035 1.364 -2.110 4.576 -1.350 1.260 -0.064
O 0.511 -0.548 -1.075 -0.466 -0.115 1.379 0.101
C 0.407 -1.232 0.265 3.306 1.658 -1.258 0.139
H 1.258 -0.708 2.135 0.023 0.143 -0.362 0.135
H 1.299 0.655 0.945 -0.092 -0.717 -0.050 0.147
H 1.289 -1.888 0.204 -1.110 -0.741 -0.173 0.138
Tl -1.846 1.784 -2.316 -7.099 7.072 -4.485 1.397
O -1.613 0.190 -1.261 1.061 -3.878 3.565 -0.095
H -1.213 -0.096 1.349 0.868 0.976 1.605 0.106